(1)
{
  "formula": "C47H40N4OsP2Te",
  "method": "wB97M-V/def2-TZVPD",
  "relative_energy_kj_mol": 51.5,
  "multiplicity": 5,
  "gap_ev": [7.3268, 4.6143],
  "charge": 4,
  "symbols": ["Os", "N", "P", "C", "C", "C", "C", "C", "C", "C", "C", "C", "C", "C", "C", "P", "C", "C", "C", "C", "C", "C", "C", "C", "C", "C", "C", "C", "H", "H", "H", "H", "H", "H", "H", "H", "H", "H", "H", "H", "H", "H", "H", "H", "H", "H", "H", "H", "H", "C", "C", "N", "C", "C", "C", "C", "C", "C", "C", "C", "N", "C", "N", "H", "H", "H", "H", "H", "H", "H", "H", "H", "Te", "C", "C", "C", "C", "C", "C", "C", "C", "C", "C", "C", "C", "H", "H", "H", "H", "H", "H", "H", "H", "H", "H"],
  "xyz": [[0.254, 0.689, -0.279], [-2.443, 1.024, 0.937], [-2.057, 1.268, -0.691], [-1.850, 3.003, -1.071], [-2.916, 3.897, -0.985], [-2.695, 5.248, -1.207], [-1.423, 5.708, -1.536], [-0.358, 4.821, -1.655], [-0.582, 3.472, -1.424], [-3.421, 0.690, -1.653], [-4.469, -0.024, -1.064], [-5.570, -0.369, -1.831], [-5.614, -0.019, -3.174], [-4.567, 0.684, -3.760], [-3.461, 1.036, -3.007], [-0.971, 1.272, 1.721], [-1.046, 2.768, 2.667], [-1.708, 2.704, 3.900], [-1.897, 3.873, 4.618], [-1.414, 5.082, 4.126], [-0.749, 5.136, 2.907], [-0.562, 3.980, 2.169], [-0.645, -0.110, 2.798], [0.360, 0.033, 3.763], [0.682, -1.045, 4.571], [0.017, -2.259, 4.413], [-0.973, -2.401, 3.450], [-1.305, -1.328, 2.633], [-3.315, 1.364, 1.338], [-3.914, 3.546, -0.746], [-3.519, 5.946, -1.136], [-1.265, 6.762, -1.723], [0.620, 5.181, -1.942], [0.243, 2.772, -1.613], [-4.439, -0.299, -0.017], [-6.399, -0.897, -1.379], [-6.475, -0.296, -3.769], [-4.623, 0.969, -4.802], [-2.657, 1.604, -3.463], [-2.074, 1.765, 4.299], [-2.412, 3.840, 5.569], [-1.551, 5.987, 4.703], [-0.374, 6.080, 2.536], [-0.049, 4.023, 1.216], [0.849, 0.989, 3.915], [1.425, -0.931, 5.350], [0.258, -3.090, 5.063], [-1.505, -3.339, 3.353], [-2.097, -1.425, 1.900], [4.211, 1.602, 1.246], [2.970, 1.590, 0.652], [2.179, 0.496, 0.657], [2.628, -0.633, 1.255], [3.852, -0.686, 1.900], [4.643, 0.463, 1.903], [4.229, -1.860, 2.743], [5.040, -2.892, 2.521], [5.960, -3.133, 1.395], [7.012, -4.042, 1.579], [7.894, -4.181, 0.521], [7.634, -3.456, -0.536], [6.661, -2.600, -0.766], [5.822, -2.465, 0.244], [4.809, 2.503, 1.229], [2.565, 2.483, 0.190], [1.948, -1.478, 1.268], [5.592, 0.466, 2.427], [3.790, -1.826, 3.737], [5.143, -3.613, 3.323], [7.153, -4.600, 2.495], [8.765, -4.832, 0.525], [6.571, -2.066, -1.700], [0.746, -1.152, -2.171], [-0.241, -2.784, -1.311], [-1.491, -2.632, -0.714], [-2.134, -3.755, -0.213], [-1.533, -5.004, -0.305], [-0.283, -5.141, -0.899], [0.373, -4.029, -1.408], [-0.378, -0.912, -3.914], [0.182, -0.100, -4.896], [-0.475, 0.020, -6.112], [-1.650, -0.686, -6.338], [-2.189, -1.495, -5.345], [-1.558, -1.614, -4.113], [-1.981, -1.666, -0.667], [-3.117, -3.658, 0.231], [-2.046, -5.878, 0.073], [0.174, -6.118, -0.980], [1.332, -4.145, -1.897], [1.119, 0.422, -4.738], [-0.055, 0.645, -6.890], [-2.138, -0.620, -7.301], [-3.100, -2.049, -5.530], [-1.971, -2.268, -3.357]],
  "mulliken_spin": [2.28, -0.02, -0.06, -0.01, -0.01, 0.01, 0.00, 0.05, 0.13, 0.02, 0.00, 0.00, 0.00, 0.00, 0.00, 0.36, -0.05, 0.00, 0.00, 0.00, 0.00, 0.03, 0.04, 0.01, 0.00, 0.01, 0.00, -0.04, 0.00, 0.00, 0.00, 0.00, 0.00, -0.08, 0.00, 0.00, 0.00, 0.00, 0.00, 0.00, 0.00, 0.00, 0.00, 0.00, 0.00, 0.00, 0.00, 0.00, 0.00, -0.02, 0.04, -0.01, 0.03, 0.00, 0.02, -0.01, 0.01, -0.02, 0.07, -0.02, 0.72, -0.07, 0.27, 0.00, 0.00, -0.01, 0.00, 0.00, 0.00, 0.00, 0.03, 0.00, 0.17, 0.07, 0.06, 0.01, 0.00, 0.00, -0.03, 0.02, 0.00, -0.01, 0.02, 0.00, 0.01, -0.03, 0.00, 0.00, 0.00, 0.00, 0.00, 0.00, 0.00, 0.00, 0.00]
}

(2)
{
  "formula": "C3H3N3O2",
  "method": "wB97M-V/def2-TZVPD",
  "relative_energy_kj_mol": 323.5,
  "smiles": "N#CC#N.N=C=O.O",
  "multiplicity": 1,
  "gap_ev": 11.0298,
  "charge": 0,
  "symbols": ["C", "C", "C", "N", "N", "N", "O", "O", "H", "H", "H"],
  "xyz": [[-1.094, -0.454, -0.699], [-1.681, -0.201, 0.545], [1.436, -0.976, 1.491], [-0.828, -0.499, -1.803], [0.441, -1.449, 1.937], [-2.045, -0.131, 1.636], [2.045, -0.410, 0.680], [0.451, 2.347, -2.365], [0.204, -1.961, 2.738], [1.016, 2.225, -1.698], [0.054, 1.509, -2.462]],
  "nbo_charge": [0.20, 0.18, 0.84, -0.21, -0.76, -0.18, -0.50, -0.92, 0.42, 0.45, 0.47]
}

(3)
{
  "formula": "C3H6N2O",
  "method": "wB97M-V/def2-TZVPD",
  "relative_energy_kj_mol": 387.1,
  "multiplicity": 1,
  "gap_ev": 8.8958,
  "charge": 0,
  "symbols": ["C", "N", "C", "N", "C", "O", "H", "H", "H", "H", "H", "H"],
  "xyz": [[1.415, -0.496, 0.276], [0.476, 0.051, -0.715], [-1.003, -0.014, -0.403], [-1.551, -0.755, -1.248], [-1.519, 0.756, 0.755], [-0.816, 1.453, 1.455], [1.020, -1.454, 0.625], [1.515, 0.186, 1.124], [2.388, -0.660, -0.194], [0.776, 0.971, -1.042], [-0.096, -0.680, -1.555], [-2.606, 0.641, 0.920]],
  "nbo_charge": [-0.42, -0.66, 0.12, -0.54, 0.38, -0.52, 0.21, 0.22, 0.21, 0.40, 0.45, 0.14]
}

(4)
{
  "formula": "C25H29CoN4O6",
  "method": "wB97M-V/def2-TZVPD",
  "multiplicity": 2,
  "gap_ev": [8.3809, 8.3673],
  "charge": 1,
  "symbols": ["Co", "C", "C", "O", "C", "C", "O", "C", "C", "O", "C", "C", "O", "H", "H", "H", "H", "H", "H", "H", "H", "H", "H", "H", "H", "H", "H", "H", "H", "C", "C", "N", "C", "C", "C", "C", "C", "C", "C", "C", "C", "N", "C", "H", "H", "H", "H", "H", "H", "H", "H", "C", "N", "C", "C", "C", "O", "N", "C", "O", "H", "H", "H", "H", "H"],
  "xyz": [[-0.407, -0.500, -0.017], [0.605, 2.352, -1.502], [0.191, 1.281, -2.510], [0.488, -0.065, -2.097], [1.813, -0.514, -2.397], [2.874, 0.037, -1.479], [2.546, -0.340, -0.161], [3.185, 0.424, 0.840], [2.404, 0.220, 2.118], [1.010, 0.439, 1.951], [0.572, 1.785, 2.120], [0.767, 2.620, 0.860], [0.582, 1.747, -0.225], [1.602, 2.755, -1.702], [-0.120, 3.163, -1.559], [-0.884, 1.325, -2.629], [0.666, 1.480, -3.472], [1.783, -1.599, -2.312], [2.056, -0.250, -3.428], [3.854, -0.354, -1.771], [2.915, 1.128, -1.553], [4.220, 0.099, 0.986], [3.201, 1.480, 0.556], [2.510, -0.810, 2.454], [2.800, 0.875, 2.898], [-0.485, 1.721, 2.368], [1.094, 2.251, 2.959], [0.038, 3.436, 0.834], [1.767, 3.063, 0.820], [-4.066, -1.910, -1.971], [-2.894, -1.162, -1.800], [-1.866, -1.610, -1.109], [-1.945, -2.834, -0.560], [-3.062, -3.658, -0.671], [-4.155, -3.152, -1.396], [-3.032, -4.963, -0.068], [-1.926, -5.403, 0.565], [-0.753, -4.572, 0.670], [0.442, -4.996, 1.276], [1.522, -4.152, 1.298], [1.397, -2.868, 0.762], [0.275, -2.428, 0.219], [-0.780, -3.284, 0.143], [-4.882, -1.497, -2.550], [-2.800, -0.171, -2.232], [-5.055, -3.750, -1.495], [-3.911, -5.596, -0.148], [-1.894, -6.394, 0.999], [0.500, -5.988, 1.710], [2.466, -4.457, 1.732], [2.227, -2.175, 0.767], [-4.499, 3.540, 0.016], [-3.771, 2.377, 0.524], [-4.134, 1.754, 1.682], [-3.509, 0.653, 2.140], [-2.414, 0.165, 1.354], [-1.706, -0.833, 1.643], [-2.054, 0.807, 0.219], [-2.713, 1.893, -0.260], [-2.456, 2.452, -1.325], [-5.297, 3.782, 0.712], [-4.917, 3.326, -0.964], [-3.832, 4.392, -0.087], [-4.959, 2.206, 2.216], [-3.796, 0.165, 3.058]],
  "nbo_charge": [1.33, -0.09, -0.09, -0.56, -0.08, -0.09, -0.57, -0.09, -0.08, -0.54, -0.08, -0.09, -0.58, 0.16, 0.22, 0.23, 0.19, 0.20, 0.19, 0.19, 0.18, 0.19, 0.18, 0.19, 0.19, 0.20, 0.19, 0.19, 0.17, -0.25, 0.09, -0.49, 0.25, -0.10, -0.11, -0.16, -0.18, -0.08, -0.09, -0.27, 0.14, -0.50, 0.16, 0.24, 0.22, 0.23, 0.23, 0.23, 0.23, 0.24, 0.22, -0.40, -0.41, 0.10, -0.40, 0.61, -0.71, -0.71, 0.77, -0.68, 0.21, 0.22, 0.22, 0.22, 0.25]
}